(1)
Entry from OMol25: a molecular structure, C16H35AgBr6Cl3F3O7S in a non-equilibrium geometry (the ωB97M-V functional and the def2-TZVPD basis).

Geometry as XYZ:
```
72
Properties=species:S:1:pos:R:3:forces:R:3:mulliken_charge:R:1
Ag 4.443396 -1.414356 1.468592 -0.38 -0.38 0.02 0.99
O 4.380126 3.356934 -3.893198 0.19 0.29 -0.18 -0.38
H 4.942326 3.000664 -3.201388 0.79 -0.82 0.37 0.44
H 4.289886 4.291134 -3.691398 0.10 1.39 -0.41 0.46
H 3.493416 3.009524 -3.772148 -1.47 -1.07 -0.24 0.47
O 4.128786 4.965854 1.313152 0.16 -0.15 0.29 -0.38
H 4.187106 5.697594 0.694482 0.09 1.24 -0.39 0.46
H 3.259746 4.569784 1.215752 -1.68 -0.35 0.37 0.47
H 4.739126 4.283704 1.023732 1.04 -0.60 0.13 0.44
C -2.079054 0.878864 -0.946568 -0.51 1.17 -0.78 0.56
F -2.359874 -0.238926 -1.597418 0.93 -0.34 -0.14 -0.19
F -2.788214 1.847104 -1.600518 1.17 -0.08 0.30 -0.22
F -2.598984 0.785964 0.244802 -0.26 -0.08 1.44 -0.20
S -0.192404 1.238314 -0.732638 1.59 0.30 -2.14 1.07
O 0.275086 0.079064 -0.001348 -0.21 -0.30 0.18 -0.66
O 0.303986 1.289084 -2.140358 -0.67 0.10 1.55 -0.68
O 0.085716 2.492104 -0.013228 -0.90 -0.43 -0.37 -0.67
C -6.551504 3.986474 3.784522 -0.96 0.54 -0.94 0.04
Cl -4.831064 4.128644 3.720492 0.80 0.11 0.15 -0.10
Cl -7.223394 4.438904 2.129982 0.27 -0.50 1.09 -0.13
Cl -7.274194 5.065294 4.999962 0.24 -0.53 -0.27 -0.11
H -6.773854 2.939284 3.989602 -0.34 0.38 -0.04 0.30
C 4.268096 -6.268256 -3.111548 0.48 1.25 -1.35 -0.47
C 4.527056 -4.953246 -3.920628 -1.67 0.85 0.03 -0.55
C 3.752236 -3.967116 -3.020228 0.72 -0.27 1.02 -0.42
O 4.190836 -4.399306 -1.714838 -0.90 3.37 0.18 -0.40
C 4.214366 -5.763576 -1.654708 1.49 -1.74 0.35 -0.43
H 5.120086 -6.871276 -3.425518 -0.49 -0.79 0.67 0.31
H 3.300406 -6.612546 -3.476438 0.22 -0.61 0.31 0.28
H 4.062626 -4.873666 -4.903518 -0.08 -0.74 -0.14 0.32
H 5.584486 -4.765336 -4.106688 -0.01 0.40 0.63 0.29
H 2.665466 -4.050886 -3.016438 -0.19 -0.62 -0.69 0.28
H 3.880136 -2.886536 -3.084218 0.75 -0.02 -0.17 0.26
H 3.455756 -6.216076 -1.016068 -0.69 0.12 -0.42 0.29
H 5.122636 -5.892496 -1.066048 0.40 -1.04 -0.29 0.24
C 4.413446 2.672094 7.107552 1.91 1.49 0.00 -0.54
C 3.004016 2.313074 7.055562 -2.51 -0.98 2.66 -0.56
C 2.771376 1.944134 5.657792 0.11 1.15 -1.19 -0.37
O 3.978506 1.278074 5.316322 0.16 -1.34 -1.45 -0.39
C 5.079296 1.742744 6.099672 -0.83 0.24 0.70 -0.39
H 4.953476 2.695414 8.054072 -0.42 -0.29 0.16 0.35
H 4.369296 3.715544 6.795512 0.79 0.22 -0.40 0.22
H 2.379866 3.088264 7.500102 -0.16 0.19 -0.47 0.38
H 2.720466 1.438534 7.641122 0.38 -0.29 0.28 0.25
H 2.700486 2.835914 5.035052 0.01 0.50 -0.25 0.16
H 1.844926 1.415024 5.434562 0.44 -0.72 0.19 0.34
H 5.837396 2.216534 5.476052 0.01 0.01 -0.07 0.25
H 5.509206 0.910934 6.657672 0.14 -0.21 -0.32 0.29
Br -2.357094 -4.332176 -6.100698 -0.55 -0.95 0.23 -0.18
C -3.718994 -5.777226 -5.710068 0.44 0.03 -1.06 -0.52
C -5.049374 -5.083436 -5.770638 -1.12 -0.02 1.14 -0.66
Br -6.548124 -6.433916 -5.626158 0.91 0.67 0.06 -0.16
H -3.444314 -6.258996 -4.771698 -0.29 0.63 0.20 0.37
H -3.635764 -6.577666 -6.445228 0.22 0.43 -0.35 0.38
H -5.355034 -4.462876 -6.612998 0.72 -0.55 -0.35 0.40
H -5.118074 -4.414956 -4.912428 -0.32 -0.24 0.14 0.37
Br -7.028824 -4.299606 3.309062 0.99 -0.39 -0.66 -0.13
C -5.566094 -4.312586 1.952572 0.41 0.69 -0.67 -0.55
C -4.301964 -5.081976 2.321342 0.42 -0.06 -0.04 -0.58
Br -2.858414 -5.017926 0.789702 -1.58 0.00 1.36 -0.17
H -5.361594 -3.253906 1.792992 0.18 -0.08 0.30 0.33
H -5.937934 -4.638976 0.981332 -0.39 -0.40 0.38 0.37
H -4.493124 -6.134766 2.529192 0.09 0.06 -0.43 0.37
H -3.765654 -4.681606 3.181682 -0.10 0.18 -0.25 0.37
Br -3.229714 9.496114 -1.602648 0.28 -0.72 -0.04 -0.13
C -2.881024 7.544674 -1.798378 -0.73 0.64 0.33 -0.54
C -3.056264 7.120734 -3.239338 -0.30 -0.40 -0.30 -0.53
Br -4.932754 6.705564 -3.625168 0.12 0.19 0.05 -0.10
H -3.651044 7.088074 -1.176538 0.14 -0.01 -0.08 0.35
H -1.920034 7.331044 -1.330438 0.09 0.15 -0.44 0.30
H -2.569524 6.171014 -3.461198 0.22 0.17 0.18 0.30
H -2.781394 7.868434 -3.983308 0.15 -0.06 0.30 0.36
```
Positions in Å, forces in eV/Å.

Values from the calculation:
Calculated total energy, hartree: -18825.74162
Gap between HOMO and LUMO, eV: 3.2
Net charge: +2
E_LUMO, eV: -9.025

***

(2)
Entry from OMol25: C19H19N3O3S in the gas phase (the ωB97M-V functional and the def2-TZVPD basis).

Geometry as XYZ:
```
45
Properties=species:S:1:pos:R:3:forces:R:3:mulliken_charge:R:1
O 0.901171 1.338324 2.955702 -0.14 -0.02 0.26 -0.65
C 1.408140 1.305610 1.858028 0.67 -0.01 -0.04 0.49
N 0.822638 1.745485 0.714372 0.07 0.16 -0.36 0.07
C -0.493641 2.212625 0.568155 -0.29 0.05 0.07 0.48
C -0.816510 2.884712 -0.608366 0.05 0.00 0.01 -0.34
C -2.109555 3.317937 -0.829358 -0.03 -0.02 0.00 -0.78
C -3.094393 3.088015 0.117023 -0.15 0.05 -0.01 -0.52
C -2.771732 2.429112 1.290307 -0.03 0.05 -0.11 -0.47
C -1.480371 1.991255 1.523900 0.05 -0.07 0.18 -0.53
H -1.235030 1.490799 2.445740 0.03 -0.01 0.01 0.45
H -3.532045 2.249813 2.035825 -0.06 -0.02 0.07 0.40
H -4.105115 3.424448 -0.058303 -0.08 0.03 -0.01 0.40
H -2.348186 3.838216 -1.745402 -0.01 0.04 -0.07 0.39
H -0.046651 3.068566 -1.342533 0.09 0.03 -0.07 0.59
H 1.376691 1.814056 -0.134347 0.06 -0.07 0.10 0.00
C 2.804198 0.706088 1.656922 -0.19 0.11 0.20 -1.08
C 2.742587 -0.634240 0.904200 -0.14 -0.20 0.19 0.44
C 2.867447 -0.415922 -0.588610 0.08 -0.22 0.14 -0.08
O 3.834635 0.087906 -1.116479 0.18 0.11 0.03 -0.68
N 1.760356 -0.822935 -1.262456 0.23 0.10 -0.50 0.19
C 0.707252 -1.353906 -0.546704 -0.20 -0.33 0.78 0.41
N -0.355423 -1.692368 -1.118993 0.50 0.35 -0.70 -0.27
C -1.508053 -2.149500 -0.502565 -0.44 -0.22 0.39 -0.11
C -2.076672 -1.483971 0.581969 0.11 -0.03 -0.12 0.37
C -3.273203 -1.928111 1.110250 -0.07 -0.06 0.07 -0.69
C -3.907395 -3.037041 0.575534 -0.11 -0.02 0.06 -0.47
C -3.346151 -3.695767 -0.506773 -0.04 -0.06 0.02 -0.52
C -2.158803 -3.251426 -1.054090 0.10 0.04 0.11 -0.56
H -1.712636 -3.756295 -1.897405 0.03 0.00 -0.11 0.45
H -3.839857 -4.558172 -0.930228 -0.04 -0.07 -0.03 0.37
H -4.839028 -3.384199 0.996569 -0.08 -0.02 0.03 0.38
H -3.710083 -1.403864 1.947038 -0.05 0.05 0.08 0.41
H -1.592255 -0.608658 0.987238 0.03 0.09 0.01 0.39
S 1.171589 -1.524170 1.168213 -0.03 -0.12 -0.18 -0.16
C 1.641961 -0.565540 -2.683135 -0.01 0.36 -0.24 -1.11
H 0.975056 -1.310855 -3.115200 0.08 0.04 0.01 0.47
H 2.646458 -0.651562 -3.108419 -0.16 -0.04 0.02 0.40
C 1.085901 0.844111 -2.913854 -0.20 -0.49 -0.27 -0.38
O 1.803587 1.816464 -2.190686 0.36 0.37 0.16 -0.51
H 2.746993 1.719329 -2.382928 -0.09 -0.01 0.09 0.33
H 1.100521 1.065417 -3.988781 -0.08 -0.05 0.09 0.38
H 0.055897 0.900833 -2.552276 0.05 -0.04 -0.09 0.28
H 3.559856 -1.279939 1.235308 -0.04 0.13 -0.17 0.57
H 3.220469 0.550034 2.652617 -0.07 0.08 -0.11 0.38
H 3.451843 1.390948 1.104584 0.05 -0.04 0.03 0.41
```
Positions in Å, forces in eV/Å.

Values from the calculation:
SMILES string: O=C(C[C@H]1S/C(=N\c2ccccc2)N(CCO)C1=O)Nc1ccccc1
Calculated total energy, hartree: -1523.66344
Relative energy (zero: lowest compared OMol25 entry of this formula, charge and spin), kcal per mole: 5.1
Gap between HOMO and LUMO, eV: 9.0
E_LUMO, eV: 0.544

***

(3)
Entry from OMol25: C6H10 in the gas phase (the ωB97M-V functional and the def2-TZVPD basis).

Geometry as XYZ:
```
16
Properties=species:S:1:pos:R:3:forces:R:3:mulliken_charge:R:1
C 2.125040 0.468397 0.234766 0.00 0.06 -0.05 -1.09
C 1.127788 -0.691925 0.392468 -0.06 -0.07 0.07 -0.39
C -0.004318 -0.472142 -0.569654 -0.06 0.04 0.02 -0.27
C -2.050693 -0.574088 -0.214525 -0.30 -0.28 0.09 -1.11
C -0.849769 0.620242 -0.459829 0.35 0.32 0.00 0.28
C -0.926574 1.908571 -0.221895 -0.11 -0.20 -0.01 -0.53
H 2.687328 0.372106 -0.699220 -0.09 0.02 0.14 0.30
H 1.581975 1.421652 0.214693 0.11 -0.12 0.01 0.34
H 2.836652 0.486160 1.065596 -0.12 -0.03 -0.13 0.33
H 1.606463 -1.663756 0.228592 -0.10 0.15 0.00 0.31
H 0.730836 -0.689732 1.414422 0.03 0.00 -0.12 0.28
H -0.150583 -1.199288 -1.367475 -0.06 0.12 0.07 0.35
H -2.727972 0.033056 0.386587 0.19 -0.06 -0.10 0.35
H -2.493578 -0.833772 -1.177229 0.12 0.07 0.12 0.31
H -1.846622 -1.487811 0.349184 0.02 0.08 -0.04 0.36
H -1.832035 2.279363 0.269030 0.08 -0.10 -0.08 0.18
```
Positions in Å, forces in eV/Å.

Values from the calculation:
Calculated total energy, hartree: -234.40619
Relative energy (zero: lowest compared OMol25 entry of this formula, charge and spin), kcal per mole: 123.2
Gap between HOMO and LUMO (alpha / beta), eV: 7.1 / 7.1
E_LUMO (alpha / beta), eV: -0.222 / -0.224

***

(4)
Entry from OMol25: a molecular structure, C31H39F18GeN2O6S2Si3Ti in a non-equilibrium geometry (the ωB97M-V functional and the def2-TZVPD basis).

Geometry as XYZ:
```
103
Properties=species:S:1:pos:R:3:forces:R:3:mulliken_charge:R:1
Ti 0.146373 0.113884 -0.140262 0.68 1.25 2.52 -2.18
C 3.042724 6.464919 1.152941 -0.09 -0.05 0.01 -1.68
C 2.603071 5.025673 1.130924 0.00 0.04 0.04 0.33
C 3.055824 4.100534 2.058703 -0.01 0.10 -0.06 -1.69
C 2.582806 2.805077 2.067091 -0.06 -0.22 -0.11 -0.61
C 1.655697 2.334677 1.121557 0.20 0.69 -0.27 1.05
N 1.120423 1.054828 1.182827 0.54 -0.05 0.21 1.46
C 1.313157 0.309877 2.379468 0.25 0.01 0.60 -1.41
C 2.583299 -0.182514 2.662784 -0.16 -0.04 -0.20 0.97
C 2.850772 -0.889011 3.820492 -0.01 0.09 0.02 -1.44
C 1.848089 -1.072214 4.759622 0.01 -0.04 0.02 0.78
C 2.076610 -1.856216 6.025440 -0.02 0.09 -0.08 -1.70
C 0.574937 -0.586961 4.479610 0.11 0.06 0.08 -0.50
C 0.265004 0.045773 3.285132 -0.25 -0.07 -0.10 -0.73
C -1.179966 0.336846 2.794858 0.01 0.16 -0.56 1.21
O -1.283652 -0.023035 1.450346 0.23 0.37 0.45 -0.21
C -1.417721 1.869647 3.003934 0.05 0.16 0.09 0.13
F -1.565251 2.157430 4.320395 0.01 -0.10 -0.06 -0.34
F -2.483049 2.326087 2.344240 0.02 -0.15 0.18 -0.30
F -0.366111 2.603050 2.619498 -0.27 0.01 0.15 -0.19
C -2.429434 -0.358142 3.553480 -0.58 0.01 0.01 0.67
F -2.145409 -1.033533 4.681902 0.08 0.03 -0.22 -0.30
F -3.101610 -1.184272 2.748085 0.34 0.03 0.05 -0.23
F -3.367529 0.551215 3.930571 0.25 -0.08 -0.05 -0.32
C 1.221983 3.273968 0.150216 -0.11 -0.23 0.05 -0.52
C 1.672850 4.589235 0.202060 0.01 -0.02 0.16 -0.60
C 0.144356 2.940210 -0.881421 -0.17 0.46 -0.50 1.55
O -0.200905 1.601496 -0.948539 -0.24 2.55 -0.85 -0.96
C -1.167178 3.750604 -0.601128 -0.26 0.11 0.10 0.73
F -1.092473 4.998674 -1.125751 0.03 -0.12 0.07 -0.30
F -2.231721 3.153405 -1.140286 0.11 0.09 0.10 -0.22
F -1.395151 3.903175 0.699908 0.04 0.05 -0.23 -0.21
C 0.564792 3.343144 -2.342286 0.18 -0.17 -0.29 -0.30
F 1.162825 4.538496 -2.476595 -0.11 -0.14 0.05 -0.30
F 1.425862 2.439153 -2.827930 -0.16 0.11 0.00 0.07
F -0.501670 3.360949 -3.156449 0.08 -0.11 0.05 -0.32
H 3.908875 6.601518 1.799852 0.02 0.01 -0.01 0.39
H 2.235690 7.097337 1.531122 0.05 0.06 0.00 0.30
H 3.296365 6.816726 0.152165 0.03 0.01 0.01 0.36
H 3.776292 4.401047 2.811480 0.00 0.00 0.01 0.34
H 2.918990 2.143085 2.849588 0.01 -0.01 -0.02 0.47
H 3.353145 -0.019027 1.918867 0.02 -0.05 0.06 0.22
H 3.844559 -1.288636 3.986274 -0.01 -0.03 0.02 0.33
H 3.080497 -2.278994 6.046979 0.00 0.00 0.04 0.38
H 1.356199 -2.673139 6.088870 0.04 -0.03 0.06 0.37
H 1.945200 -1.227039 6.908091 0.02 -0.02 0.02 0.32
H -0.191331 -0.769184 5.215186 -0.01 0.00 -0.08 0.60
H 1.279867 5.318145 -0.491151 0.00 -0.05 0.02 0.62
F -1.114749 -4.848798 1.918446 0.05 0.08 -0.13 -0.24
C -0.368326 -4.186423 1.024146 -0.02 -0.09 -0.03 0.59
F -0.675379 -4.675506 -0.177771 0.13 0.16 0.03 -0.18
F 0.915916 -4.457639 1.285084 -0.10 0.13 -0.05 -0.21
S -0.704374 -2.341510 1.232804 0.40 -3.09 0.00 1.62
O 0.488507 -1.726029 0.618930 0.08 -1.12 0.51 -0.94
O -0.795346 -2.401079 2.651354 -0.41 0.69 0.17 -0.72
N -1.982650 -2.342211 0.296974 -0.01 0.73 0.44 -0.53
S -2.105231 -1.304907 -0.863206 -2.09 -1.58 -0.93 1.42
O -0.782956 -1.040514 -1.451639 -0.74 -0.29 -0.92 -1.18
O -2.975494 -0.187453 -0.770807 -0.10 0.03 0.18 -0.77
C -2.890761 -2.443800 -2.103243 0.20 -0.09 -0.04 0.66
F -3.227419 -1.769187 -3.200562 0.09 0.07 0.12 -0.19
F -2.029478 -3.404568 -2.439239 -0.12 0.08 0.01 -0.19
F -3.986578 -2.998083 -1.592412 0.08 0.07 0.02 -0.21
C 1.824843 -3.787125 -1.802541 -0.04 0.26 0.15 -0.38
Si 3.072333 -2.434702 -1.334361 0.47 -0.75 -0.02 1.29
C 3.666710 -2.815466 0.435610 -0.24 0.25 -0.17 -0.65
C 4.570534 -2.840212 -2.458205 -0.16 0.43 0.09 -1.39
Ge 2.110036 -0.247363 -1.599086 1.75 -0.58 -1.43 2.22
Si 4.190497 0.996400 -1.789577 0.73 0.45 0.24 1.14
C 5.234321 0.605673 -3.341959 -0.45 -0.21 0.03 -1.30
C 5.319141 0.517658 -0.321330 -0.40 -0.14 -0.13 -1.09
C 4.209262 2.902681 -1.733134 -0.33 -0.28 0.00 -1.02
Si 1.247658 -0.451357 -3.880141 -0.02 0.06 -0.90 1.31
C 1.035053 -2.225863 -4.551750 0.06 0.11 0.35 -1.27
C 2.394856 0.332216 -5.198022 0.04 -0.09 0.43 -1.34
C -0.448072 0.368111 -4.192471 0.10 -0.09 0.32 -0.90
H 1.917371 -4.651077 -1.145728 0.04 -0.04 0.09 0.57
H 1.957606 -4.130379 -2.828302 0.04 0.06 0.03 0.54
H 0.812414 -3.396295 -1.710294 -0.11 -0.13 -0.04 -0.65
H 3.926444 -3.871647 0.540364 0.00 -0.03 -0.09 0.55
H 2.860044 -2.597491 1.136964 0.05 -0.02 0.09 -0.26
H 4.536603 -2.220507 0.723047 -0.03 0.02 -0.02 0.31
H 4.825294 -3.900227 -2.387442 -0.08 -0.04 0.09 0.41
H 5.458487 -2.260321 -2.193315 0.00 -0.02 -0.02 0.29
H 4.334574 -2.622412 -3.503789 0.02 -0.03 -0.01 0.29
H 5.125128 -0.435182 -3.654420 0.07 0.07 -0.01 0.20
H 6.292820 0.792875 -3.148417 0.00 0.04 0.13 0.41
H 4.929696 1.234426 -4.181125 0.00 -0.01 0.04 0.37
H 5.612159 -0.533485 -0.378390 0.02 0.02 0.04 0.26
H 4.797557 0.670894 0.626917 0.06 0.01 0.00 0.15
H 6.225065 1.127251 -0.302987 0.00 0.05 -0.10 0.52
H 3.673756 3.338213 -2.577786 0.02 0.03 0.02 0.20
H 5.241881 3.258539 -1.774101 0.07 -0.12 0.01 0.60
H 3.755865 3.282718 -0.815228 0.04 0.00 -0.03 0.07
H 1.979470 -2.774768 -4.570476 -0.03 0.02 0.00 0.22
H 0.651529 -2.186740 -5.574562 0.00 0.15 -0.02 0.40
H 0.325558 -2.798941 -3.952167 0.01 -0.02 -0.03 0.29
H 3.324512 -0.234257 -5.292581 -0.02 0.04 -0.01 0.32
H 2.654876 1.363812 -4.950536 -0.01 0.00 -0.03 0.17
H 1.896826 0.329741 -6.170535 -0.09 -0.04 0.01 0.42
H -0.886455 0.743080 -3.272216 -0.12 0.10 0.03 -0.24
H -1.153682 -0.351252 -4.613215 0.05 -0.08 -0.02 0.50
H -0.372825 1.206020 -4.885835 0.11 0.02 -0.03 0.44
```
Positions in Å, forces in eV/Å.

Values from the calculation:
Calculated total energy, hartree: -8154.76383
Relative energy (zero: lowest compared OMol25 entry of this formula, charge and spin), kcal per mole: 60.9
Gap between HOMO and LUMO, eV: 7.5
Net charge: -1
E_LUMO, eV: 2.089

***

(5)
Entry from OMol25: a molecular structure, C4H3NOS in a non-equilibrium geometry (the ωB97M-V functional and the def2-TZVPD basis).

Geometry as XYZ:
```
10
Properties=species:S:1:pos:R:3:forces:R:3:mulliken_charge:R:1
C -0.306605 -1.128423 1.473278 -0.49 -0.85 0.36 -0.31
C 0.200947 -0.562670 0.307896 -0.23 -1.92 -4.85 0.26
C -0.066483 -1.314150 -0.948546 0.73 1.97 3.95 -0.16
C 0.135991 0.206554 -0.931891 -0.03 0.58 -0.05 -0.16
N -0.919793 -2.269243 1.295244 -0.36 0.13 0.55 -0.42
O -1.264260 -3.762398 -0.781798 -0.14 -0.84 -0.32 -0.52
S -1.335332 -2.405360 -0.317623 0.61 0.93 0.32 0.50
H -0.184559 -0.714473 2.462378 0.00 -0.04 0.16 0.39
H -0.682788 0.908154 -1.077400 -0.05 0.02 -0.06 0.23
H 1.058193 0.517120 -1.410618 -0.04 0.01 -0.04 0.19
```
Positions in Å, forces in eV/Å.

Values from the calculation:
Calculated total energy, hartree: -682.21187
Relative energy (zero: lowest compared OMol25 entry of this formula, charge and spin), kcal per mole: 99.7
Gap between HOMO and LUMO, eV: 8.6
E_LUMO, eV: -1.152